Entry from OMol25: a 5-piece molecular cluster, C16H27Cl8NO4 overall (the ωB97M-V functional and the def2-TZVPD basis).

The SMILES is CC(C)=CCC[C@@H](C)CCOC(=O)ON=C=O.ClCCl.ClCCl.ClCCl.ClCCl. Its max |F| is 0.8 eV Å⁻¹. The HOMO-LUMO gap comes out at 8.71 eV. The total charge is 0.

Structure (XYZ):
```
56
Properties=species:S:1:pos:R:3:mulliken_charge:R:1
C 3.04649 2.45569 0.95283 -1.455
C 1.64074 2.97992 0.88157 1.007
C 1.15889 3.71755 2.11185 -1.462
C 0.88801 2.80375 -0.20262 -0.148
C -0.55388 3.19564 -0.37105 -1.072
C -1.51019 1.98090 -0.34452 -0.628
C -2.19777 1.72669 1.01001 0.404
C -3.58938 1.08820 0.85479 -1.503
C -1.25732 0.93172 1.93762 -0.219
C -1.27764 -0.56421 1.68342 -0.790
O -0.10070 -1.16948 2.29269 -0.373
C 1.00129 -1.16110 1.55792 0.684
O 2.06751 -0.74470 1.87596 -0.511
O 0.79638 -1.84132 0.35214 -0.207
N 1.30257 -1.04706 -0.73686 -0.405
C 2.49366 -1.33729 -0.95937 0.803
O 3.57174 -1.63963 -1.22626 -0.383
H 3.17356 1.85064 1.85428 0.379
H 3.29104 1.82577 0.09693 0.218
H 3.77090 3.27059 1.02491 0.348
H 1.92991 3.73119 2.88063 0.335
H 0.25772 3.26588 2.53082 0.280
H 0.90308 4.75103 1.86645 0.402
H 1.34387 2.30683 -1.05654 0.303
H -0.83772 3.91640 0.40036 0.443
H -0.67697 3.70712 -1.32880 0.351
H -2.28570 2.13122 -1.09860 0.572
H -0.93810 1.09376 -0.63820 0.141
H -2.34577 2.70243 1.48367 0.532
H -3.56506 0.00045 0.87350 0.365
H -4.28069 1.45709 1.61226 0.277
H -4.00158 1.37395 -0.11245 0.366
H -0.23531 1.26733 1.74316 -0.301
H -1.44651 1.13414 2.99443 0.388
H -1.29827 -0.79284 0.61692 0.584
H -2.12424 -1.06603 2.14360 0.271
C -0.87437 -3.63396 -2.95496 -0.083
Cl -2.28738 -2.61727 -2.66808 -0.099
Cl -1.23228 -5.35551 -2.74340 -0.171
H -0.54053 -3.48008 -3.97375 0.332
H -0.10750 -3.35585 -2.24154 0.014
C 6.86567 2.34079 2.45727 -0.279
Cl 5.82589 3.71175 2.86855 -0.146
Cl 6.07438 0.78804 2.74424 -0.129
H 7.11318 2.40880 1.40499 0.242
H 7.75447 2.39338 3.07369 0.320
C -6.82339 -0.74888 -0.90211 -0.369
Cl -5.18243 -0.81367 -1.55484 -0.076
Cl -6.86354 -0.06588 0.73022 -0.145
H -7.42677 -0.12854 -1.55305 0.300
H -7.20986 -1.75933 -0.85334 0.292
C 1.30413 -7.78251 -4.54178 0.037
Cl 3.03013 -7.68312 -4.91412 -0.157
Cl 0.32206 -8.07295 -5.98251 -0.149
H 1.15012 -8.60380 -3.85268 0.264
H 0.99348 -6.84364 -4.10022 0.004
```